w.
This record from the OMol25 dataset describes an isolated molecule of C6H7I. The level of theory is the ωB97M-V functional and the def2-TZVPD basis.

Structure (XYZ):
```
14
Properties=species:S:1:pos:R:3
C -0.16741 -2.06414 0.17844
C -0.18238 -0.76750 0.06952
C -1.00656 0.18433 -0.80704
C -0.59120 1.56370 -0.42031
C 0.40585 1.54389 0.45666
C 1.02739 0.26422 0.69359
I 2.93866 -0.08522 -0.14140
H 0.59760 -2.55051 0.78480
H -0.76022 -2.93569 -0.12821
H -2.21249 0.02935 -0.67988
H -0.88092 0.07385 -1.89564
H -1.23536 2.35770 -0.84920
H 0.89503 2.30005 0.93078
H 1.17201 0.08597 1.80792
```

SMILES ... C=C1CC=C[C@@H]1I
HOMO-LUMO gap ... 0.3512 hartree

=====

x.
This record from the OMol25 dataset describes a cluster of 2 separate species, C6H7I in total. The level of theory is the ωB97M-V functional and the def2-TZVPD basis.

Structure (XYZ):
```
14
Properties=species:S:1:pos:R:3
C 0.04277 0.35749 -2.18993
C -0.34491 0.40650 -0.96628
C -0.76206 0.32095 0.30030
C -1.80502 1.01780 1.03653
H -0.38817 -0.27158 -2.88078
H 0.82545 1.01540 -2.65819
H -0.32174 -0.57159 0.77294
H -1.68010 2.14828 1.05255
H -2.82908 0.79443 0.64154
H -1.57348 0.68784 2.13420
C 1.92900 -2.23301 0.94620
C 2.35394 -1.19144 0.47812
I 3.34467 0.42041 -0.08932
H 1.20874 -2.90149 1.42211
```

SMILES ... C=C=CC.C#CI
HOMO-LUMO gap ... 0.3478 hartree

=====

So which one is most stable? That would be w, about 59.0 kcal/mol below the next structure.

=====

w.
This record from the OMol25 dataset describes an isolated molecule of C19H23N3O4S. The level of theory is the ωB97M-V functional and the def2-TZVPD basis.

Structure (XYZ):
```
50
Properties=species:S:1:pos:R:3
C -3.99165 0.90370 -1.31920
C -3.13463 1.05422 -0.05923
N -2.81247 -0.19859 0.58146
C -3.79853 -0.75538 1.48154
C -4.53911 -1.95682 0.89083
C -1.68649 -0.90734 0.24502
C -1.25134 -2.00298 1.00802
C -0.07684 -2.65779 0.70897
C 0.71481 -2.25965 -0.36013
N 1.96061 -2.90000 -0.54287
S 3.11945 -2.55410 0.61817
O 2.68268 -3.05786 1.88017
O 4.37203 -2.99610 0.08082
C 3.07334 -0.75943 0.64041
C 3.97866 -0.05894 -0.13818
C 3.85399 1.31095 -0.32105
C 2.76546 1.92451 0.27541
C 1.85814 1.19894 1.06442
C 1.99858 -0.15397 1.27552
O 0.88244 2.04081 1.50911
C 1.14367 3.28322 1.01544
O 0.46760 4.25352 1.20082
N 2.30265 3.21922 0.26743
C 2.88585 4.35326 -0.39412
C 0.28893 -1.20095 -1.16568
C 1.09548 -0.76997 -2.35815
C -0.89786 -0.55774 -0.86121
H -3.52076 0.22367 -2.02461
H -4.97329 0.51047 -1.06756
H -4.12232 1.87146 -1.79697
H -3.67144 1.67528 0.66473
H -2.20535 1.57778 -0.29572
H -3.32214 -1.04295 2.42502
H -4.51958 0.03144 1.71209
H -5.07730 -1.66978 -0.00865
H -3.83934 -2.74657 0.63097
H -5.25220 -2.34450 1.61397
H -1.81596 -2.34136 1.85978
H 0.26656 -3.47399 1.32340
H 2.35785 -2.79817 -1.46437
H 4.78496 -0.61173 -0.59433
H 4.56049 1.86732 -0.91486
H 1.32491 -0.72194 1.89174
H 2.25057 5.21309 -0.18607
H 2.93225 4.18410 -1.47117
H 3.89113 4.54043 -0.01349
H 2.10980 -0.49611 -2.06493
H 0.63400 0.08889 -2.83925
H 1.15723 -1.57554 -3.09075
H -1.20552 0.24400 -1.51272
```

SMILES ... CCN(CC)c1ccc(NS(=O)(=O)c2ccc3c(c2)oc(=O)n3C)c(C)c1
HOMO-LUMO gap ... 0.2928 hartree

=====

x.
This record from the OMol25 dataset describes an isolated molecule of C19H23N3O4S. The level of theory is the ωB97M-V functional and the def2-TZVPD basis.

Structure (XYZ):
```
50
Properties=species:S:1:pos:R:3
C 0.26740 5.79032 2.76822
C 0.01717 6.35996 1.37467
O 0.95521 5.90222 0.42150
C 0.85138 4.64261 -0.08260
C -0.17801 3.74243 0.16967
C -0.18302 2.49136 -0.42267
C 0.84157 2.11194 -1.27879
N 0.89613 0.85832 -1.90729
C 0.03085 -0.18687 -1.81530
O -0.98251 -0.17698 -1.15033
C 0.50374 -1.39104 -2.63580
C 1.65494 -2.09781 -1.90306
C 1.13427 -2.76047 -0.63070
N 0.11198 -3.71578 -0.98173
S -0.23636 -4.84826 0.18390
O 1.01220 -5.32928 0.69836
O -1.16439 -5.78002 -0.37919
C -1.06211 -3.91117 1.47078
C -0.31462 -3.29453 2.45765
C -0.97790 -2.50327 3.38287
C -2.35503 -2.37202 3.26098
N -3.06745 -2.97075 2.32146
C -2.43425 -3.72505 1.44140
C -1.04328 -3.11984 -1.61713
C -0.62202 -2.39823 -2.89548
C 1.87439 3.01348 -1.53435
C 1.87967 4.25761 -0.94643
H 1.27486 6.03957 3.09179
H -0.44464 6.21489 3.47056
H 0.16425 4.70801 2.77043
H -1.00693 6.14817 1.04368
H 0.15547 7.44477 1.38848
H -0.99637 3.99740 0.82377
H -0.98949 1.80739 -0.21987
H 1.70089 0.73761 -2.50698
H 0.86753 -1.01913 -3.60105
H 2.44913 -1.39388 -1.64630
H 2.06903 -2.86918 -2.55401
H 1.92706 -3.31557 -0.12770
H 0.73980 -1.99127 0.05294
H 0.75203 -3.45644 2.49319
H -0.44260 -2.00256 4.17430
H -2.92102 -1.76157 3.95202
H -3.03529 -4.21516 0.68883
H -1.73089 -3.93448 -1.84594
H -1.53686 -2.40468 -0.94616
H -0.26881 -3.13299 -3.62061
H -1.49020 -1.88397 -3.30890
H 2.67901 2.73442 -2.20064
H 2.67410 4.95978 -1.14243
```

SMILES ... CCOc1ccc(NC(=O)C2CCN(S(=O)(=O)c3cccnc3)CC2)cc1
HOMO-LUMO gap ... 0.3160 hartree

=====

So which one is most stable? That would be w, about 13.4 kcal/mol below the next structure.